No. 1
Here is a molecular structure, C2H4AuO in a non-equilibrium geometry from OMol25. Energies are from ωB97M-V/def2-TZVPD.

Output
E_tot, eV: -7865.73076

```
! wB97M-V def2-TZVPD RIJCOSX def2/J DEFGRID3
* xyz 1 3
H 0.73563 1.43938 -0.61809
Au 2.17773 -0.26049 -1.21264
C -0.24691 -0.83221 0.04062
H -0.31661 -1.07363 -1.02522
H -0.09397 -1.61202 0.78997
C -0.71200 0.38034 0.47781
O -0.16151 1.53932 0.19739
H -1.38236 0.41932 1.35016
*
```

Here are the Löwdin charges for atoms 1 to 2, given in e: number 1, H, carries 0.183; number 2, Au, carries 0.493



No. 2
Here is 17 unconnected molecules or ions with the total composition C22H78O28 in a non-equilibrium geometry from OMol25. Energies are from ωB97M-V/def2-TZVPD.

Output
E_tot, eV: -81403.27939

```
! wB97M-V def2-TZVPD RIJCOSX def2/J DEFGRID3
* xyz 0 1
C 15.47090 16.10411 11.96568
C 16.55934 15.04555 12.28546
O 16.22684 13.70953 11.98334
O 14.38802 16.12260 12.82414
H 15.19000 15.96121 10.92224
H 16.02472 17.04025 12.03660
H 16.83780 15.10015 13.33788
H 17.48468 15.25665 11.74948
H 17.01672 13.16413 11.99834
H 14.75108 15.92367 13.69030
C 7.00708 15.32545 12.71896
C 8.29142 15.83707 12.22726
O 9.37677 15.04146 12.79456
O 6.82754 15.69930 14.15156
H 6.93314 14.26663 12.47090
H 6.24472 15.92657 12.22344
H 8.43492 16.90812 12.36994
H 8.27646 15.70803 11.14502
H 10.22758 15.37296 12.49822
H 7.20986 16.57898 14.19126
C 14.21924 11.38023 9.01966
C 15.36552 10.38920 8.77290
O 15.53756 9.42967 9.83893
O 13.01218 10.79290 8.67548
H 14.41470 12.31069 8.48662
H 14.18958 11.66523 10.07132
H 16.30720 10.93394 8.70511
H 15.33096 9.88362 7.80788
H 15.90638 9.93952 10.56392
H 12.86948 10.14120 9.36579
C 15.47986 11.83522 17.54078
C 15.66630 11.47265 16.01186
O 16.98408 11.38105 15.55484
O 15.86634 13.16157 17.80630
H 16.00894 11.12207 18.17294
H 14.43070 11.67493 17.78906
H 15.18050 12.14759 15.30722
H 15.18610 10.51242 15.82352
H 17.17862 10.48358 15.27500
H 15.90896 13.29273 18.75634
C 17.67086 13.28211 8.73874
C 17.87370 13.21425 7.23934
O 16.78738 12.59617 6.48304
O 16.40274 13.86061 9.14526
H 18.40328 13.96521 9.16888
H 17.82580 12.33423 9.25412
H 18.73418 12.57093 7.05544
H 18.12501 14.21569 6.89000
H 16.16210 13.28703 6.25212
H 16.32576 13.67733 10.08444
C 10.65604 14.77339 8.12550
C 10.49788 13.82708 9.37644
O 10.33222 12.50081 8.96020
O 11.77302 14.33962 7.29580
H 10.82480 15.81248 8.40818
H 9.70567 14.70776 7.59580
H 9.70022 14.14842 10.04620
H 11.41910 13.88838 9.95583
H 11.10860 12.21195 8.47502
H 12.57202 14.77179 7.60636
C 11.22802 15.09922 15.68622
C 11.32050 16.59858 15.79220
O 10.16840 17.24774 15.44766
O 12.30958 14.41791 16.26180
H 11.12026 14.73539 14.66440
H 10.32091 14.88629 16.25184
H 12.15480 16.89121 15.15472
H 11.61794 16.97294 16.77172
H 10.17984 18.08956 15.90898
H 12.01122 13.57924 16.62124
C 11.75086 11.36168 13.29002
C 12.79550 12.53800 13.06672
O 13.96552 12.09518 12.47706
O 11.97988 10.56107 14.41984
H 11.75676 10.67167 12.44624
H 10.74486 11.76407 13.40896
H 13.12806 12.87803 14.04748
H 12.34756 13.45643 12.68736
H 14.51338 12.82007 12.16724
H 12.49356 9.77462 14.22176
C 12.97596 7.25939 9.20377
C 12.02726 7.68025 10.32811
O 12.29622 8.82842 11.03626
O 14.31556 7.03844 9.59596
H 12.85398 7.96186 8.37928
H 12.57032 6.38570 8.69364
H 12.05060 6.96682 11.15186
H 11.00664 7.74326 9.95065
H 12.56732 8.50861 11.89986
H 14.63622 7.91014 9.83868
C 8.24902 12.73657 15.77216
C 7.60184 11.40406 16.07865
O 6.42870 11.19216 15.27256
O 7.42224 13.88250 16.09358
H 8.43348 12.79377 14.69942
H 9.23344 12.82052 16.23258
H 7.34368 11.45671 17.13632
H 8.23570 10.52498 15.96222
H 6.81956 11.02213 14.41238
H 7.33120 14.45669 15.32962
C 12.11692 18.39154 11.32038
C 11.64900 17.03365 10.71040
O 11.69834 16.06610 11.71510
O 13.49910 18.43829 11.44824
H 11.64692 18.66275 12.26572
H 11.92238 19.15710 10.56928
H 12.32648 16.76101 9.90120
H 10.58234 16.96724 10.49612
H 12.47870 16.20134 12.25762
H 13.80108 17.61310 11.83486
O 16.52676 10.63659 12.28558
H 16.85900 10.21937 13.08044
H 15.71484 11.06299 12.55978
O 11.84216 11.89491 16.96114
H 12.08704 11.37726 16.19412
H 11.45166 11.26161 17.56338
O 12.70956 8.18198 13.57380
H 12.03386 7.58956 13.90350
H 13.52706 7.69498 13.67744
O 14.67124 15.22143 15.52220
H 15.07780 14.53971 16.05717
H 13.73046 15.07659 15.62318
O 9.44416 10.04626 9.85340
H 9.62473 9.67778 10.71818
H 9.73610 10.95581 9.91436
O 9.63324 9.08404 12.42348
H 10.57384 9.08022 12.60092
H 9.23068 8.84234 13.25762
*
```

Here are the Löwdin charges for atoms 1 to 2, given in e: number 1, C, carries -0.219; number 2, C, carries -0.188



No. 3
Here is 2 unconnected molecules or ions with the total composition C3H5ClN2O in a non-equilibrium geometry from OMol25. Energies are from ωB97M-V/def2-TZVPD.

Output
E_tot, eV: -20739.28898

```
! wB97M-V def2-TZVPD RIJCOSX def2/J DEFGRID3
* xyz 0 1
O 1.85201 -0.04820 -0.46012
N 0.51158 -0.13491 -0.34342
C -0.17647 1.07505 -0.29026
C -1.53108 0.61748 -0.12463
N -1.50911 -0.77158 -0.10329
C -0.22550 -1.26105 -0.22629
H 2.20104 -0.24194 0.49190
H 0.27064 2.08169 -0.34299
H -2.38039 1.31654 -0.02914
H -2.34342 -1.33820 0.01752
H 0.13246 -2.30631 -0.22494
Cl 3.19823 1.01144 1.63567
*
```

Here are the Löwdin charges for atoms 1 to 2, given in e: number 1, O, carries -0.103; number 2, N, carries -0.162



No. 4
Here is a gas-phase ion, C6H11N5S (charge +2) in a non-equilibrium geometry from OMol25. Energies are from ωB97M-V/def2-TZVPD.

Output
E_tot, eV: -24662.02438

```
! wB97M-V def2-TZVPD RIJCOSX def2/J DEFGRID3
* xyz 2 1
C 0.41382 2.24779 1.10174
C 3.38176 0.26607 -0.62264
C -0.19758 1.79318 0.17686
C -0.97119 1.22195 -0.90757
C 0.26841 -1.11642 0.53941
C -1.00977 -1.22894 -0.28203
N 4.61999 0.20359 -0.50380
N 2.40834 -0.31155 0.33448
N 1.29510 -0.47731 -0.23719
N -1.76624 0.04951 -0.42246
N 2.65087 -0.54416 1.53410
S 6.07876 0.05370 -0.24300
H 0.90406 2.69502 1.91572
H 2.88442 0.71810 -1.47037
H -1.65253 1.99044 -1.28803
H -0.31572 0.89434 -1.71738
H 0.12142 -0.57987 1.48755
H 0.59770 -2.12764 0.81000
H -0.74449 -1.58223 -1.28036
H -1.66961 -1.96288 0.18623
H -2.18238 0.30828 0.48504
H -2.53733 -0.12054 -1.07919
H 3.58251 -0.42415 1.90720
*
```

Here are the Löwdin charges for atoms 1 to 2, given in e: number 1, C, carries 0.176; number 2, C, carries -0.001



No. 5
Here is 2 unconnected molecules or ions with the total composition C24H32N3O4 in a non-equilibrium geometry from OMol25. Energies are from ωB97M-V/def2-TZVPD.

Output
E_tot, eV: -38062.20195

```
! wB97M-V def2-TZVPD RIJCOSX def2/J DEFGRID3
* xyz 1 1
O 1.15172 -3.13964 5.80612
O -3.28847 -2.65883 5.17519
O 3.50574 0.37147 -4.21939
O 2.27028 2.10542 -6.14779
C 1.03421 -1.92734 5.91196
C -2.08916 -2.68829 5.42051
C 2.13074 0.02595 1.03648
C 0.75480 0.28974 0.91390
C 2.57388 -1.00858 1.87793
C 1.41754 0.22877 -3.08014
C -0.17757 -0.47691 1.63898
C 1.64273 -1.77832 2.59575
C 0.07444 0.59257 -2.93263
C 0.24358 1.97412 -4.90740
C 2.18327 0.73565 -4.13270
C 1.58175 1.60342 -5.06956
C 0.26486 -1.51020 2.48804
C -0.52895 1.47522 -3.84065
N -1.59342 -3.49498 6.36693
N 0.02128 -1.23034 5.39604
C 2.07275 -1.12735 6.66085
C -2.39820 -4.38774 7.20107
C 4.29186 1.14459 -5.14416
C 3.51119 1.43358 -6.43180
C -3.80130 2.84919 -4.83647
C -2.86775 1.64698 -4.85159
C -0.72892 -2.33390 3.29222
C -2.93050 3.97523 -4.30361
C -1.96808 1.86866 -3.63634
C -1.14938 -1.73555 4.64961
N -2.00413 3.31042 -3.36244
H 2.85016 0.61913 0.48914
H 0.41720 1.09160 0.27488
H 3.63087 -1.21510 1.97483
H 1.88340 -0.45332 -2.37335
H -1.23438 -0.27052 1.55190
H 1.98881 -2.57788 3.23728
H -0.48905 0.17433 -2.10181
H -0.17885 2.64830 -5.64601
H -0.58400 -3.53031 6.46193
H 0.05769 -0.23551 5.54173
H 2.46299 -0.34496 6.01304
H 1.61835 -0.68515 7.54584
H 2.88442 -1.78891 6.96162
H -2.72084 -5.24925 6.61391
H -3.28382 -3.86022 7.56197
H -1.81696 -4.73391 8.05698
H 4.58453 2.08986 -4.67541
H 5.20785 0.59688 -5.38719
H 4.11852 2.05549 -7.09669
H 3.30765 0.49160 -6.95218
H -4.64239 2.66902 -4.15758
H -4.20296 3.07412 -5.83083
H -2.29275 1.62704 -5.78285
H -3.41534 0.70135 -4.77603
H -0.29696 -3.32035 3.46760
H -1.62592 -2.48508 2.68985
H -3.54041 4.75329 -3.82487
H -2.37927 4.43996 -5.13212
H -2.37930 1.30309 -2.78919
H -1.76332 -0.86490 4.41995
H -1.05762 3.68288 -3.47144
H -2.30911 3.46443 -2.39981
*
```

Here are the Löwdin charges for atoms 1 to 2, given in e: number 1, O, carries 0.031; number 2, O, carries 0.047



No. 6
Here is a molecular structure, C8H13N2O in a non-equilibrium geometry from OMol25. Energies are from ωB97M-V/def2-TZVPD.

Output
E_tot, eV: -13524.02407

```
! wB97M-V def2-TZVPD RIJCOSX def2/J DEFGRID3
* xyz 1 1
C -0.08917 -2.35975 0.32417
C -1.34008 -2.06366 -0.10919
C 0.98158 -1.39271 0.17528
C -1.96230 -0.71726 -0.31447
C 2.90853 0.10998 0.13743
C 2.15974 1.34462 -0.33624
C 0.06603 0.35748 -0.30055
C -2.03664 1.61640 0.45050
N 2.17808 -1.16328 0.17845
N -1.18386 0.40442 0.38362
O 0.89825 1.37778 0.21225
H 0.23397 -3.38731 0.46931
H -2.00008 -2.88126 -0.44060
H -1.80287 -0.45987 -1.35328
H -2.99982 -0.73858 0.02314
H 3.64986 -0.09384 -0.58538
H 3.40571 0.19855 1.09944
H 2.78089 2.21485 -0.04672
H 1.97319 1.26134 -1.45812
H -0.01562 0.46837 -1.33162
H -2.56355 1.89251 -0.57871
H -2.81216 1.43247 1.30319
H -1.40773 2.45656 0.72112
H -1.02193 0.12218 1.37698
*
```

Here are the Löwdin charges for atoms 1 to 2, given in e: number 1, C, carries -0.016; number 2, C, carries -0.024